43
Properties=species:S:1:pos:R:3:forces:R:3 method="wB97M-V/def2-TZVPD" e_lumo_ev=0.7 molar_mass_g_mol=264.4 homo_lumo_gap_ev=9.544 charge=0 de_lowest_ev=1.2307
C -0.602 -3.937 0.285 0.149 0.197 -0.135
C -0.796 -2.464 0.036 0.071 -0.232 -0.011
N -0.008 -1.753 -0.657 -0.272 0.646 -0.012
N 1.090 -2.254 -1.264 -0.051 -1.310 0.261
C 1.985 -1.438 -1.887 -0.004 0.465 -0.163
O 2.952 -1.895 -2.456 0.169 -0.036 -0.057
C 1.674 0.036 -1.756 0.119 0.040 0.040
H 2.229 0.581 -2.518 0.001 -0.097 -0.016
C 2.067 0.518 -0.349 -0.043 -0.404 -0.230
N 1.564 1.833 -0.079 0.244 0.626 0.019
C 2.096 3.033 -0.412 -0.086 0.163 0.083
C 1.200 3.985 0.024 0.112 -0.195 -0.091
C 0.142 3.264 0.607 0.281 -0.080 -0.157
N 0.383 1.967 0.532 -0.592 -0.222 0.382
C -1.096 3.796 1.237 0.045 -0.053 -0.022
H -1.671 4.372 0.514 -0.088 0.033 0.019
H -0.847 4.451 2.071 -0.068 0.029 0.060
H -1.701 2.970 1.598 -0.096 -0.016 0.055
H 1.291 5.049 -0.061 0.085 0.227 -0.048
C 3.408 3.178 -1.092 -0.007 -0.093 -0.001
H 4.200 2.702 -0.513 0.093 0.013 -0.024
H 3.391 2.720 -2.081 0.079 0.004 -0.074
H 3.645 4.232 -1.203 0.043 0.016 -0.021
H 1.614 -0.143 0.392 0.156 0.122 -0.026
H 3.154 0.507 -0.237 -0.091 -0.003 0.041
H 0.603 0.187 -1.883 0.055 0.099 0.007
H 1.281 -3.255 -1.289 0.016 0.262 -0.014
C -1.987 -1.754 0.645 -0.216 0.240 0.027
C -1.800 -1.699 2.167 0.003 -0.047 -0.203
H -1.713 -2.693 2.599 -0.001 -0.124 0.107
H -0.904 -1.133 2.411 0.104 0.078 0.071
H -2.653 -1.203 2.624 -0.108 0.045 0.086
C -2.093 -0.324 0.108 0.100 -0.218 0.133
H -1.211 0.258 0.360 -0.034 0.046 -0.036
H -2.201 -0.336 -0.972 -0.025 0.057 -0.164
H -2.965 0.162 0.538 -0.159 0.040 0.089
C -3.275 -2.511 0.300 0.215 0.031 0.047
H -3.384 -2.599 -0.779 -0.066 -0.021 -0.135
H -4.133 -1.965 0.685 -0.098 0.043 0.045
H -3.292 -3.508 0.732 -0.049 -0.146 0.041
H 0.422 -4.134 0.606 0.049 -0.072 0.015
H -0.786 -4.499 -0.632 -0.005 -0.107 -0.021
H -1.274 -4.305 1.051 -0.031 -0.043 0.035

=====

11
Properties=species:S:1:pos:R:3:forces:R:3 method="wB97M-V/def2-TZVPD" e_lumo_ev=3.7 molar_mass_g_mol=118.1 homo_lumo_gap_ev=7.766 charge=-1 de_lowest_ev=1.3627
C 2.498 0.170 -0.041 1.067 0.822 -0.041
C 0.216 -0.949 0.003 4.616 -0.134 0.005
C -2.132 0.420 0.036 0.722 -0.179 -0.002
N 2.053 -1.023 0.003 -4.595 -1.832 0.039
O 1.891 1.270 -0.073 0.524 0.654 -0.044
O -0.443 -1.943 0.007 0.017 -0.054 0.029
S -0.276 0.702 -0.009 -1.852 0.803 -0.016
H 3.617 0.197 -0.052 -0.104 0.029 0.014
H -2.375 -0.535 -0.414 -0.163 -0.122 -0.042
H -2.576 1.236 -0.526 -0.077 0.085 -0.063
H -2.473 0.455 1.066 -0.157 -0.072 0.120

=====

12
Properties=species:S:1:pos:R:3:forces:R:3 method="wB97M-V/def2-TZVPD" e_lumo_ev=0.9 molar_mass_g_mol=60.1 homo_lumo_gap_ev=9.557 charge=0 de_lowest_ev=3.4372
C 0.893 -1.517 0.353 -0.025 -0.051 0.022
C 0.808 1.037 -1.031 0.095 0.331 0.361
O 0.316 1.499 0.085 0.134 -0.126 -0.412
C -1.119 1.523 0.150 -0.280 0.034 0.050
H 0.202 -2.315 0.634 0.163 0.049 -0.012
H 1.893 -1.924 0.183 -0.182 0.001 0.050
H 0.936 -0.767 1.149 -0.010 -0.199 -0.167
H 0.529 -1.051 -0.573 0.083 -0.213 0.204
H 1.903 1.001 -0.809 -0.142 0.082 -0.090
H -1.525 1.643 -0.858 0.070 0.002 0.187
H -1.452 0.571 0.578 0.069 0.208 -0.062
H -1.401 2.347 0.808 0.025 -0.119 -0.131